Entry 1:
# C29H37N2SeW

C29H37N2SeW as an isolated structure (ωB97M-V/def2-TZVPD, the Open Molecules 2025 dataset).

Each line ends with the Mulliken spin population.
CARTESIAN COORDINATES (ANGSTROEM)
C -0.844 2.069 0.487  0.191
C -1.989 1.385 1.049  -0.069
C -2.866 1.039 -0.028  -0.047
C -2.278 1.494 -1.260  0.149
C -1.039 2.131 -0.943  -0.006
W -0.772 0.033 -0.222  1.034
C -0.122 -2.416 -1.967  0.193
C 0.793 -1.376 -1.201  -0.170
H 1.624 -1.804 -0.611  0.001
C 0.985 -0.020 -1.621  0.158
H 0.775 0.397 -2.634  0.010
H 1.681 0.645 -1.067  -0.007
C 0.470 -3.779 -2.349  -0.006
H 0.891 -4.314 -1.479  -0.001
H -0.402 -4.356 -2.714  -0.007
H 1.226 -3.736 -3.128  0.002
C -0.641 -1.754 -3.294  -0.004
H -0.974 -0.700 -3.229  0.011
H 0.196 -1.733 -4.020  0.000
H -1.471 -2.372 -3.672  0.003
C -2.283 1.185 2.504  0.013
H -1.369 1.071 3.110  -0.007
H -2.815 2.082 2.855  0.002
H -2.917 0.298 2.688  -0.003
C -4.258 0.501 0.168  -0.023
H -4.260 -0.451 0.728  0.005
H -4.872 1.225 0.737  -0.002
H -4.764 0.313 -0.792  0.000
C -2.903 1.507 -2.620  -0.002
H -3.664 0.722 -2.735  -0.008
H -3.379 2.482 -2.831  0.000
H -2.142 1.330 -3.391  -0.003
C -0.181 2.885 -1.896  0.016
H -0.208 2.426 -2.891  0.001
H -0.530 3.924 -1.980  -0.002
H 0.859 2.894 -1.562  0.000
C 0.151 2.894 1.221  -0.033
H 1.112 2.876 0.698  -0.004
H -0.193 3.941 1.273  0.001
H 0.304 2.516 2.237  0.001
C -2.038 -1.657 -0.709  0.215
C -1.147 -2.782 -0.940  0.075
C -3.211 -1.792 -1.506  -0.153
C -1.852 -4.145 -0.875  0.198
H -0.413 -2.896 -0.067  0.038
C -3.807 -3.045 -1.677  0.204
H -3.624 -0.966 -2.066  -0.001
C -3.179 -4.218 -1.206  -0.048
H -1.255 -5.022 -0.560  0.005
H -4.745 -3.072 -2.243  0.008
H -3.700 -5.198 -1.310  0.002
C 3.580 -0.986 0.816  0.008
N 3.131 0.022 1.767  0.001
C 1.850 0.178 2.177  0.023
Se 0.302 -0.849 1.762  0.028
N 1.890 1.146 3.143  0.003
C 3.208 1.629 3.329  0.004
C 3.760 2.576 4.189  -0.001
C 5.157 2.733 4.137  0.000
C 5.948 1.983 3.272  -0.001
C 5.364 1.064 2.405  0.001
C 3.982 0.918 2.451  0.001
H 4.643 -1.146 1.000  0.001
H 3.436 -0.640 -0.211  0.000
H 3.031 -1.913 0.982  -0.001
H 1.075 1.421 3.675  0.001
H 3.096 3.143 4.846  0.000
H 5.624 3.455 4.808  0.000
H 7.013 2.134 3.285  0.000
H 5.949 0.470 1.701  0.000

Values from the calculation:
M = 676.43 g/mol
Multiplicity = 3
Charge = +1
<S²> = 2.086

=====

Entry 2:
# C4H8N2O

One molecule with the formula C4H8N2O (ωB97M-V/def2-TZVPD, the Open Molecules 2025 dataset).

Each line ends with the Löwdin charge.
CARTESIAN COORDINATES (ANGSTROEM)
C 1.039 0.852 0.463  -0.108
C 1.443 1.281 -0.947  -0.145
C 0.199 -0.424 0.224  -0.419
C -2.074 -1.216 0.567  -0.162
N -1.189 -0.131 0.406  0.035
N 0.338 -0.692 -1.227  0.080
O 0.743 0.385 -1.831  -0.111
H 1.902 0.663 1.094  0.105
H 0.397 1.593 0.932  0.105
H 1.141 2.291 -1.223  0.120
H 2.516 1.162 -1.127  0.118
H 0.560 -1.304 0.775  0.138
H -2.901 -1.119 -0.144  0.082
H -1.608 -2.201 0.466  0.075
H -2.507 -1.138 1.572  0.086

Values from the calculation:
M = 100.12 g/mol
Multiplicity = 1
Energy above the lowest of the compared OMol25 structures with the same formula, charge and spin = 128.6 kcal per mole

=====

Entry 3:
# H14O7

A 7-piece molecular cluster, H14O7 overall (ωB97M-V/def2-TZVPD, the Open Molecules 2025 dataset).

Each line ends with the Mulliken spin population.
CARTESIAN COORDINATES (ANGSTROEM)
O 0.389 -0.251 -0.160  0.122
H -0.018 0.613 -0.217  -0.006
H -0.321 -0.863 -0.355  -0.004
O -1.732 -2.061 0.005  0.001
H -1.254 -2.824 0.332  0.000
H -2.459 -1.952 0.618  0.000
O -3.358 -2.206 -2.116  0.001
H -3.117 -3.111 -2.316  0.000
H -2.722 -1.928 -1.457  0.000
O -0.731 2.092 0.028  0.001
H -1.062 2.939 -0.269  0.000
H -1.261 1.883 0.797  0.000
O 1.381 -0.243 2.416  0.417
H 0.946 0.488 2.855  -0.011
H 1.285 -0.054 1.482  -0.012
O 2.014 2.885 0.385  0.036
H 1.142 2.599 0.112  -0.001
H 2.044 3.814 0.155  -0.001
O 3.281 -0.597 -0.566  0.487
H 2.395 -0.458 -0.230  -0.017
H 3.160 -0.766 -1.500  -0.011

Values from the calculation:
M = 126.10 g/mol
Multiplicity = 2
Energy above the lowest of the compared OMol25 structures with the same formula, charge and spin = 27.2 kcal per mole
Charge = +1
<S²> = 0.756

=====

Entry 4:
# C19H24N2O4S

One molecule with the formula C19H24N2O4S (ωB97M-V/def2-TZVPD, the Open Molecules 2025 dataset).

Each line ends with the Löwdin charge.
CARTESIAN COORDINATES (ANGSTROEM)
C -6.080 -0.490 1.563  -0.080
H -5.933 -0.017 2.539  0.097
O -5.585 0.316 0.519  -0.074
C -4.264 0.613 0.490  -0.268
C -3.842 1.410 -0.579  0.007
C -2.520 1.761 -0.713  -0.018
C -1.578 1.323 0.222  -0.159
C -2.001 0.541 1.295  -0.027
C -3.328 0.188 1.432  -0.010
H -3.624 -0.420 2.272  0.109
H -1.274 0.223 2.027  0.120
C -0.182 1.659 0.081  -0.294
N 0.798 1.198 0.811  0.164
C 1.937 1.783 0.318  -0.289
C 1.585 2.586 -0.735  -0.238
O 0.237 2.506 -0.879  0.129
C 2.363 3.451 -1.652  0.009
H 2.227 4.502 -1.395  0.091
H 3.418 3.205 -1.589  0.084
H 2.021 3.308 -2.675  0.091
C 3.267 1.520 0.886  -0.237
H 3.983 2.280 0.582  0.090
H 3.243 1.454 1.971  0.100
S 4.010 -0.099 0.253  0.951
O 5.357 -0.092 0.812  -0.532
C 3.014 -1.246 1.353  -0.201
C 2.217 -2.176 0.467  -0.568
O 2.643 -3.245 0.082  0.057
N 1.010 -1.681 0.124  0.103
C 0.116 -2.356 -0.783  -0.285
H 0.629 -3.279 -1.071  0.146
C -0.215 -1.509 -2.033  -0.109
C -1.740 -1.568 -2.203  -0.176
C -2.186 -2.748 -1.341  -0.184
H -2.039 -3.686 -1.880  0.113
H -3.234 -2.675 -1.053  0.103
C -1.242 -2.683 -0.148  -0.133
H -1.213 -3.607 0.427  0.116
H -1.536 -1.865 0.512  0.089
H -2.197 -0.652 -1.828  0.084
H -2.030 -1.689 -3.246  0.106
H 0.296 -1.909 -2.906  0.111
H 0.125 -0.483 -1.893  0.100
H 0.727 -0.774 0.479  0.092
H 2.372 -0.662 2.006  0.081
H 3.758 -1.805 1.916  0.102
H -2.200 2.371 -1.544  0.123
H -4.581 1.734 -1.295  0.123
H -7.146 -0.596 1.371  0.095
H -5.612 -1.479 1.562  0.096

Values from the calculation:
M = 376.48 g/mol
Multiplicity = 1
Energy above the lowest of the compared OMol25 structures with the same formula, charge and spin = 37.6 kcal per mole

=====

no.,electronic energy (eV)
1,-100816.15671
2,-9300.81824
3,-14548.83059
4,-42097.91490